# 1
Below is a molecular structure, C33H36BN7O4RhS in a non-equilibrium geometry, with properties calculated with ωB97M-V/def2-TZVPD.

Values from the calculation:
HOMO (spin up / spin down) (eV): -11.133 / -11.174
Charge: +1
F_max (Eh/bohr): 0.0523
E (eV): -67939.4195
Spin multiplicity: 5
LUMO energy (spin up / spin down) (eV): -3.24 / -5.29

Last column: Mulliken spin population.
Atoms and positions in Å:
Rh  -1.3032  0.2483  -0.6118  2.582
B  -2.8846  3.0150  -1.0595  -0.005
N  -3.4051  2.2605  0.2442  -0.015
C  -4.4310  2.5280  1.0556  0.009
C  -4.4792  1.6255  2.0819  0.006
C  -3.4214  0.7767  1.8571  0.005
N  -2.7939  1.1608  0.7614  0.109
N  -3.0054  2.1065  -2.3500  -0.011
C  -3.5378  2.3051  -3.5673  0.002
C  -3.1237  1.3522  -4.4455  0.005
C  -2.3436  0.5230  -3.6548  -0.010
N  -2.2471  0.9576  -2.4310  0.115
H  -3.5286  4.0458  -1.1774  0.001
H  -1.6789  3.1706  -0.9375  0.007
H  -5.0810  3.3381  0.8794  0.001
H  -5.2121  1.6232  2.8291  0.001
H  -3.0006  -0.0838  2.3774  0.001
H  -4.1960  3.1508  -3.7401  0.001
H  -3.4352  1.2292  -5.5002  0.001
H  -1.7966  -0.4033  -3.8923  0.004
O  0.7119  -2.5600  -3.8295  0.015
S  0.9101  -1.6377  -2.7482  -0.016
O  1.0489  -0.2300  -3.0536  0.002
N  -0.4372  -1.7258  -1.6917  0.374
C  -1.0728  -2.8724  -1.5074  0.168
C  -0.5224  -4.1577  -1.8473  0.214
C  -1.3198  -5.3275  -1.7268  -0.063
C  -2.5789  -5.2222  -1.2160  0.265
C  -3.2335  -3.9983  -0.9585  -0.030
C  -4.6468  -3.8110  -0.6488  0.046
C  -5.1191  -2.5437  -0.4906  -0.024
C  -4.2394  -1.4664  -0.5086  0.019
N  -2.9328  -1.6178  -0.7378  0.079
C  -2.4751  -2.8247  -1.0480  0.023
C  2.2696  -2.2444  -1.8168  -0.007
C  3.5359  -2.2859  -2.4561  0.001
C  4.6385  -2.8046  -1.8032  0.002
C  4.4613  -3.2428  -0.4818  0.000
C  3.2512  -3.1644  0.1609  -0.006
C  2.1696  -2.6013  -0.4833  0.021
H  0.4952  -4.1962  -2.1188  0.018
H  -0.8988  -6.2855  -1.8759  0.004
H  -3.1520  -6.1820  -1.1330  0.000
H  -5.3039  -4.6234  -0.8221  -0.001
H  -6.1533  -2.3393  -0.2404  0.001
H  -4.5898  -0.4389  -0.2683  0.002
H  3.6013  -1.9068  -3.4872  0.000
H  5.5663  -2.8025  -2.3441  0.000
H  5.2510  -3.7634  0.0613  0.000
H  3.0959  -3.6658  1.1430  0.000
H  1.2463  -2.5668  0.0331  0.007
C  2.9912  2.0613  -0.5886  0.006
C  1.5074  2.1219  -0.8394  0.013
N  1.0682  3.1935  -1.5165  0.000
O  0.7830  1.1953  -0.4893  0.053
H  3.0443  1.6163  0.4230  0.000
H  3.4588  3.0752  -0.7004  0.001
H  3.5112  1.3862  -1.2564  0.000
H  1.6535  3.9202  -1.8761  0.001
H  0.0769  3.3315  -1.6383  -0.007
C  3.9785  4.0228  4.4241  0.000
C  3.2196  2.8751  3.8274  0.002
C  3.7580  1.6177  3.5976  -0.001
C  3.0495  0.6141  2.9621  0.002
C  3.7195  -0.6827  2.6723  0.001
C  1.7156  0.8299  2.5669  0.013
C  1.0046  -0.1796  1.7592  -0.012
O  -0.1786  -0.4439  1.7296  0.002
C  1.0966  2.0669  2.8796  0.000
C  -0.2701  2.4646  2.4030  0.007
C  1.8771  3.0580  3.5092  -0.002
H  4.5809  3.7071  5.2786  0.000
H  3.3075  4.7690  4.8772  0.000
H  4.6157  4.4954  3.6963  0.000
H  4.7565  1.3322  3.8695  0.000
H  4.7795  -0.6465  2.9740  0.000
H  3.7264  -1.0143  1.6504  0.000
H  3.2753  -1.4638  3.2490  0.000
H  1.6746  -0.7708  1.1022  0.011
H  -1.0307  2.2275  3.1686  0.000
H  -0.5699  1.8602  1.5414  -0.012
H  -0.3080  3.5368  2.1697  0.000
H  1.4548  4.0023  3.8008  0.000

***

# 2
Below is a molecular structure, C3H9NO2 in a non-equilibrium geometry, with properties calculated with ωB97M-V/def2-TZVPD.

Values from the calculation:
HOMO (eV): -8.923
Charge: 0
F_max (Eh/bohr): 0.1721
E (eV): -8836.9437
Spin multiplicity: 1
LUMO energy (eV): 0.78

Last column: Löwdin charge in e.
Atoms and positions in Å:
C  -0.5444  1.3685  -0.4939  -0.134
C  -1.1232  -0.1380  -0.0787  -0.282
C  0.7067  -1.4252  0.6324  -0.298
H  1.2330  2.1583  -1.2897  0.180
H  0.0385  2.1355  0.3168  0.149
H  -1.4621  1.8475  -1.0595  0.119
H  -2.0328  0.0141  0.0323  0.013
H  -1.1676  -0.4751  -1.1772  0.153
H  -0.9752  -1.3276  2.0215  0.276
H  0.9278  -1.7059  -0.4136  0.119
H  0.9955  -2.2590  1.4385  0.150
H  1.7447  0.0279  -0.0499  0.025
N  -0.6718  -1.0943  0.7586  -0.103
O  0.6826  1.1769  -1.4840  -0.260
O  1.6483  -0.3037  0.8464  -0.106

***

# 3
Below is 2 unconnected molecules or ions with the total composition C5H12NO in a non-equilibrium geometry, with properties calculated with ωB97M-V/def2-TZVPD.

Values from the calculation:
HOMO (spin up / spin down) (eV): -19.363 / -20.095
Charge: +2
F_max (Eh/bohr): 0.0404
E (eV): -8896.1322
Spin multiplicity: 2
LUMO energy (spin up / spin down) (eV): -9.81 / -12.48

Last column: Mulliken spin population.
Atoms and positions in Å:
C  0.9427  -2.1135  1.9523  0.088
C  -0.5826  -1.9771  1.6980  0.039
C  -0.7117  -1.3726  0.3731  0.249
C  -0.5749  0.0121  0.1526  0.428
N  -0.4551  0.5112  -1.1065  0.051
C  -0.6066  1.7951  -1.3882  0.079
H  1.1184  -2.9776  2.5952  0.016
H  1.5375  -2.1925  1.0465  -0.010
H  1.3279  -1.2594  2.5189  -0.007
H  -1.2020  -2.8744  1.7153  0.003
H  -1.0287  -1.2657  2.4067  0.015
H  -0.8095  -2.0479  -0.4740  0.006
H  -0.7342  0.7749  0.9030  0.015
H  -0.3614  -0.1528  -1.8786  -0.008
H  -0.8810  2.4982  -0.6223  -0.001
H  -0.7375  2.0885  -2.4313  0.003
H  2.1845  2.3554  -1.1676  0.001
H  1.2165  3.5231  -1.4989  0.000
O  1.2817  2.5557  -1.4803  0.032

***

# 4
Below is C9H12BNS in the gas phase in a non-equilibrium geometry, with properties calculated with ωB97M-V/def2-TZVPD.

Values from the calculation:
HOMO (eV): -8.851
Charge: 0
F_max (Eh/bohr): 0.0976
SMILES string: CB(C)NC(=S)c1ccccc1
E (eV): -22528.9390
Spin multiplicity: 1
LUMO energy (eV): -0.46

Last column: Löwdin charge in e.
Atoms and positions in Å:
C  0.9403  0.2844  -1.4830  0.001
B  1.4667  0.7099  -0.1060  -0.573
C  2.9079  0.1973  0.2570  -0.022
N  0.7170  1.4914  0.7764  0.094
C  -0.7359  2.0149  0.5352  -0.704
S  -1.0345  3.5471  0.8736  0.765
C  -1.6084  0.8230  0.2688  -0.327
C  -1.3988  -0.2771  1.0429  -0.031
C  -2.1639  -1.4463  0.8249  -0.050
C  -3.0910  -1.4907  -0.2059  -0.085
C  -3.4280  -0.3010  -0.8614  -0.051
C  -2.7368  0.9199  -0.5319  -0.021
H  1.5538  0.4967  -2.2618  0.032
H  -0.1588  0.5424  -1.5728  0.078
H  0.8402  -0.7707  -1.6339  0.068
H  3.3263  0.5998  1.2274  0.069
H  3.6358  0.6818  -0.4925  0.096
H  2.9620  -0.8249  0.2622  0.020
H  1.2664  2.0373  1.4199  0.103
H  -0.5110  -0.3584  1.7297  0.141
H  -1.8190  -2.3527  1.1469  0.073
H  -3.4446  -2.3992  -0.6345  0.096
H  -4.3069  -0.3481  -1.5311  0.107
H  -2.7708  1.8968  -1.0595  0.120

***

spin multiplicity of number 2 (C3H9NO2)?
1

***

Among the records above, which one has the highest F_max?
C3H9NO2

***

Repeat the fourth record exactly.
Below is C9H12BNS in the gas phase in a non-equilibrium geometry, with properties calculated with ωB97M-V/def2-TZVPD.

Values from the calculation:
HOMO (eV): -8.851
Charge: 0
F_max (Eh/bohr): 0.0976
SMILES string: CB(C)NC(=S)c1ccccc1
E (eV): -22528.9390
Spin multiplicity: 1
LUMO energy (eV): -0.46

Last column: Löwdin charge in e.
Atoms and positions in Å:
C  0.9403  0.2844  -1.4830  0.001
B  1.4667  0.7099  -0.1060  -0.573
C  2.9079  0.1973  0.2570  -0.022
N  0.7170  1.4914  0.7764  0.094
C  -0.7359  2.0149  0.5352  -0.704
S  -1.0345  3.5471  0.8736  0.765
C  -1.6084  0.8230  0.2688  -0.327
C  -1.3988  -0.2771  1.0429  -0.031
C  -2.1639  -1.4463  0.8249  -0.050
C  -3.0910  -1.4907  -0.2059  -0.085
C  -3.4280  -0.3010  -0.8614  -0.051
C  -2.7368  0.9199  -0.5319  -0.021
H  1.5538  0.4967  -2.2618  0.032
H  -0.1588  0.5424  -1.5728  0.078
H  0.8402  -0.7707  -1.6339  0.068
H  3.3263  0.5998  1.2274  0.069
H  3.6358  0.6818  -0.4925  0.096
H  2.9620  -0.8249  0.2622  0.020
H  1.2664  2.0373  1.4199  0.103
H  -0.5110  -0.3584  1.7297  0.141
H  -1.8190  -2.3527  1.1469  0.073
H  -3.4446  -2.3992  -0.6345  0.096
H  -4.3069  -0.3481  -1.5311  0.107
H  -2.7708  1.8968  -1.0595  0.120

***

What is the formula in the second record?
C3H9NO2